49
Properties=species:S:1:pos:R:3:forces:R:3:lowdin_charge:R:1 method="wB97M-V/def2-TZVPD" e_lumo_ev=0.594 spin_multiplicity=1 homo_ha=-0.2804
C 1.50575 0.16776 -4.55668 -0.110 0.157 0.018 -0.09
C 1.29585 1.35963 -3.62121 0.138 -0.179 -0.002 -0.20
C 2.14305 1.22402 -2.39295 0.409 0.352 -0.100 -0.14
C 3.39193 1.76386 -2.22524 -0.717 -0.187 -0.218 -0.27
C 4.05942 2.61099 -3.26302 -0.077 -0.029 -0.015 -0.03
N 4.12028 1.59125 -1.09058 0.378 -0.125 0.656 0.16
C 3.67214 0.88112 -0.10534 0.275 0.257 -0.330 -0.37
N 4.43143 0.68223 0.99370 -0.071 -0.256 0.300 0.17
N 2.44135 0.27594 -0.18099 -0.613 -0.019 -0.466 0.12
C 1.64677 -0.49566 0.63362 -0.035 -0.366 0.352 -0.59
S 2.04849 -1.02036 2.24259 0.095 -0.366 0.282 1.00
C 0.34542 -1.15689 2.86365 0.477 0.107 -0.356 -0.36
C -0.37002 0.15150 2.54398 0.062 0.039 0.290 -0.52
O 0.23664 1.20600 2.55442 0.016 0.074 0.053 0.03
N -1.67792 0.07528 2.20134 -0.302 0.299 0.022 0.01
C -2.26740 1.20103 1.49359 0.089 0.409 -0.300 -0.11
C -2.55818 0.75844 0.06413 -0.117 -0.039 0.114 -0.16
C -3.60516 -0.35054 0.08457 0.085 0.178 -0.139 -0.13
C -3.42123 -1.30118 1.23516 0.061 -0.043 0.021 -0.15
C -4.23101 -2.42697 1.31843 0.067 -0.022 0.141 -0.04
C -4.15137 -3.29912 2.38713 -0.072 -0.048 -0.036 -0.09
C -3.26778 -3.03268 3.41930 0.082 -0.025 0.021 -0.08
C -2.45362 -1.91882 3.35696 -0.074 0.018 -0.018 -0.03
C -2.49276 -1.06715 2.25405 -0.238 -0.489 0.090 -0.16
N 0.50958 -0.74663 0.04997 0.430 -0.428 0.831 0.04
N 0.50000 -0.16146 -1.15461 0.012 0.534 -1.158 0.08
C 1.64891 0.45268 -1.31650 0.069 -0.009 0.209 -0.22
H 2.54838 0.09295 -4.85856 0.091 -0.035 -0.050 0.07
H 0.89258 0.27526 -5.44799 -0.044 -0.067 -0.129 0.07
H 1.22447 -0.75153 -4.04959 -0.010 -0.123 0.005 0.07
H 0.24924 1.38526 -3.31424 -0.011 0.130 -0.054 0.11
H 1.53609 2.28710 -4.14192 -0.073 0.041 0.040 0.10
H 4.14457 2.07251 -4.20430 0.018 0.020 -0.139 0.08
H 3.48509 3.51903 -3.44057 -0.008 0.085 -0.083 0.08
H 5.05047 2.88189 -2.91268 0.031 0.022 -0.036 0.08
H 5.25650 1.25159 1.06571 -0.032 0.009 -0.033 0.11
H 3.99991 0.34743 1.84018 0.054 0.156 0.048 0.03
H 0.45184 -1.31044 3.93700 -0.058 -0.030 -0.022 0.09
H -0.12472 -2.01567 2.38883 0.022 0.084 0.150 0.08
H -3.18697 1.50278 2.00565 0.055 0.031 0.002 0.14
H -1.55118 2.02291 1.52192 -0.163 -0.119 0.052 0.12
H -1.63576 0.38781 -0.38373 -0.060 0.128 0.000 0.08
H -2.91111 1.60457 -0.52612 0.011 0.016 -0.033 0.11
H -4.60668 0.08555 0.17200 0.020 -0.030 -0.048 0.12
H -3.57658 -0.90750 -0.85379 -0.073 -0.008 -0.004 0.12
H -4.93944 -2.61425 0.52415 -0.072 -0.011 -0.098 0.12
H -4.78770 -4.17002 2.42588 -0.065 -0.075 0.006 0.10
H -3.21974 -3.68348 4.27924 0.007 -0.054 0.077 0.10
H -1.79978 -1.68803 4.18349 0.041 0.034 0.086 0.11